(1)
Molecular formula: C22H21AsCl5MoN3O6
Method: DFT, wB97M-V/def2-TZVPD

Each line ends with the natural charge from an NBO analysis.
Atoms and positions in Å:
Mo 0.060 -0.945 -0.708  1.4335
As 0.089 1.240 0.659  1.1524
Cl 0.832 -2.595 -2.871  0.1189
Cl 2.690 -4.780 -4.232  0.1270
Cl 5.701 -4.814 0.257  0.1342
Cl 5.146 -5.865 -2.619  0.1401
Cl 3.763 -2.692 1.543  0.0929
O -2.449 1.872 -5.988  -0.6448
O -0.897 -1.754 0.901  -0.6762
O -0.699 0.589 -4.175  -0.4933
O 1.579 -1.919 -0.244  -0.6181
O -0.821 -0.142 -2.074  -0.6675
O -4.534 2.575 -5.758  -0.5242
N -1.188 -3.401 2.351  -0.6963
N -4.417 1.478 -1.823  -0.2841
N -3.217 0.926 -1.706  -0.2372
C -4.688 1.933 -3.061  0.0335
C 2.195 -3.287 -2.060  -0.1305
C 2.044 4.339 3.898  -0.1854
C -3.581 1.671 -3.834  -0.2131
C 1.594 2.178 2.923  -0.1134
C 4.364 -4.232 -0.624  -0.0640
C -1.177 -2.988 1.111  0.7379
C -2.694 1.036 -2.929  -0.0360
C 2.438 -2.819 -0.779  0.2840
C 2.143 3.454 2.832  -0.2063
C -1.495 -3.950 0.017  -0.7314
C 0.211 2.868 -0.365  -0.9373
C 4.115 -4.703 -1.922  -0.0724
C 3.020 -4.229 -2.653  -0.0648
C 0.948 1.800 4.098  -0.1645
C 3.518 -3.288 -0.043  -0.1098
C -1.441 1.506 1.795  -0.9401
C 1.399 3.953 5.063  -0.1826
C 0.851 2.681 5.163  -0.2090
C -3.559 2.074 -5.282  0.7726
C -1.359 0.518 -3.190  0.8008
C 1.709 1.227 1.768  -0.6862
H -1.509 -3.454 -0.950  0.2453
H -0.958 -2.767 3.104  0.4354
H 2.668 3.755 1.933  0.2155
H -1.751 1.437 -5.474  0.4984
H 1.905 0.202 2.084  0.2513
H -1.425 -4.355 2.583  0.4374
H -0.754 -4.752 0.003  0.2754
H 1.336 4.637 5.898  0.2377
H 0.527 0.803 4.188  0.1910
H -0.782 3.163 -0.700  0.2591
H 0.870 2.739 -1.221  0.2573
H 2.482 5.325 3.819  0.2366
H 0.614 3.630 0.302  0.2672
H -5.027 1.507 -1.022  0.4310
H -1.274 2.435 2.338  0.2698
H 2.503 1.526 1.082  0.2563
H -2.473 -4.400 0.194  0.2837
H 0.356 2.375 6.075  0.2311
H -2.323 1.589 1.162  0.2571
H -1.558 0.683 2.494  0.2500
H -5.618 2.405 -3.330  0.2741

The value obtained for the largest force on an atom is 1.1 eV/A. For the total energy, the calculation gives -165202.88428 eV. The value obtained for the frontier orbital gap (spin up / spin down) is 6.2846 / 6.2929 eV. The LUMO energy (spin up / spin down) comes out at -7.7337 / -7.7257 eV. The energy above the lowest of the compared OMol25 structures with the same formula, charge and spin is 35.1 kcal/mol. As for the molecular weight: 771.552 g/mol. The net charge is +2.

(2)
Molecular formula: C9H16N2O5S
Method: DFT, wB97M-V/def2-TZVPD

Each line ends with the natural charge from an NBO analysis.
Atoms and positions in Å:
S -0.833 -3.047 -0.294  0.7810
O -1.255 0.503 -1.680  -0.5034
O -3.500 -0.434 0.048  -0.5229
O 0.055 2.605 0.358  -0.5485
O 3.106 0.833 0.103  -0.5515
O 3.807 -2.708 -0.092  -0.7174
N -0.377 -1.578 -1.067  -0.5867
N -2.240 -2.369 0.184  -0.6409
C 1.152 1.997 -0.389  -0.0910
C 1.686 0.912 0.609  -0.1034
C -2.344 -1.193 -0.193  0.4033
C -1.273 -0.659 -0.898  0.3952
C -4.138 -0.891 1.297  -0.3184
C -1.859 1.761 -1.165  -0.1123
C -1.261 2.095 0.200  -0.0851
C 3.728 -0.395 0.580  -0.0823
C 3.273 -1.446 -0.346  -0.1022
H -3.286 -1.702 1.794  0.2386
H 1.004 0.016 0.558  0.1881
H -1.310 1.160 0.788  0.1598
H -2.946 1.645 -1.337  0.2232
H 3.515 -0.619 1.688  0.1830
H 1.793 2.818 -0.639  0.2015
H -1.854 3.003 0.553  0.2088
H 4.922 -0.242 0.335  0.1943
H -1.537 2.639 -1.727  0.2064
H -5.236 -1.545 1.054  0.1968
H 1.738 1.351 1.576  0.1878
H 2.203 -1.679 -0.408  0.1679
H 3.293 -3.268 -0.692  0.4628
H -4.499 0.062 1.958  0.2114
H 3.583 -1.190 -1.345  0.1612
H 0.892 1.566 -1.409  0.1948

The value obtained for the largest force on an atom is 5.2 eV/A. For the total energy, the calculation gives -33639.20682 eV. The value obtained for the frontier orbital gap is 9.7826 eV. The LUMO energy comes out at 0.2680 eV. The energy above the lowest of the compared OMol25 structures with the same formula, charge and spin is 177.3 kcal/mol. As for the molecular weight: 264.303 g/mol. The net charge is 0.

(3)
Molecular formula: C13H8AsMgNO10S
Method: DFT, wB97M-V/def2-TZVPD

Each line ends with the natural charge from an NBO analysis.
Atoms and positions in Å:
As -3.584 0.692 -0.793  1.6795
S -0.376 -1.588 0.624  2.4009
Mg -0.352 0.717 -0.681  1.7895
O -3.286 1.377 0.846  -1.0844
O -3.415 -1.118 -0.294  -0.8357
O -2.111 0.900 -1.566  -1.3140
O 6.526 1.271 -2.376  -0.7693
O 0.606 -2.538 1.073  -0.9736
O -0.133 2.685 -0.377  -0.8912
O -0.531 -1.463 -0.832  -1.0456
O 0.937 4.381 -1.401  -0.6787
O -0.163 -0.203 1.120  -1.0907
O 5.931 3.436 -2.127  -0.7532
N 1.650 0.941 -1.391  -0.6030
C 1.970 2.247 -1.374  0.0947
C -1.923 -2.082 1.356  -0.4160
C -4.186 -2.802 2.816  -0.2163
C -2.928 -3.175 3.273  -0.2772
C 4.268 1.769 -1.878  -0.0649
C -3.193 -1.716 0.874  0.3646
C 0.830 3.219 -1.028  0.7468
C 3.926 0.421 -1.874  -0.2423
C -1.815 -2.812 2.537  -0.1609
C 2.617 0.052 -1.635  0.0287
C 5.728 2.208 -2.160  0.7332
C 3.258 2.691 -1.628  -0.2119
C -4.309 -2.093 1.639  -0.2311
H -5.280 -1.806 1.255  0.2025
H -2.812 -3.739 4.190  0.1975
H 3.480 3.748 -1.629  0.2585
H 4.698 -0.312 -2.062  0.2386
H 2.309 -0.988 -1.636  0.1989
H -0.824 -3.092 2.867  0.2357
H -2.437 1.841 0.893  0.4964
H -5.075 -3.070 3.376  0.1939

The value obtained for the largest force on an atom is 0.6 eV/A. For the total energy, the calculation gives -112703.58053 eV. The value obtained for the frontier orbital gap is 7.5679 eV. The LUMO energy comes out at 4.4388 eV. The energy above the lowest of the compared OMol25 structures with the same formula, charge and spin is 0.0 kcal/mol. As for the molecular weight: 469.498 g/mol. The net charge is -2.

(4)
Molecular formula: C24H18Cl2IrN5O4S2
Method: DFT, wB97M-V/def2-TZVPD

Each line ends with the Löwdin spin population.
Atoms and positions in Å:
Ir 0.145 1.379 0.182  2.4515
Cl -1.790 -4.589 -0.718  0.0001
Cl 0.681 -0.720 2.220  0.0711
S -0.636 3.298 -0.878  0.4294
S -1.632 0.206 -0.554  0.4157
O 0.807 0.566 -3.196  0.0216
O 1.636 0.655 -1.125  0.2219
O 0.097 2.535 2.398  0.0766
O 1.385 3.138 4.143  0.0037
N -5.360 0.445 -5.388  0.0031
N 0.402 -2.727 -0.167  0.0035
N 2.326 2.094 0.939  0.0426
N 2.372 2.445 2.285  0.0034
N -4.074 4.306 -5.841  0.0076
C -1.555 -1.984 2.922  0.0015
C -3.689 3.629 -4.997  0.0020
C -3.202 2.815 -3.930  0.0201
C 1.350 0.044 -2.251  0.0235
C 1.192 2.698 2.905  0.0075
C -2.283 3.341 -3.033  0.0211
C 2.463 -2.994 1.103  0.0007
C 3.867 -1.703 -0.892  0.0002
C -3.645 1.492 -3.776  0.0124
C -2.628 -2.839 2.759  -0.0003
C -1.792 2.574 -1.981  0.0584
C 2.498 -1.897 -1.056  0.0009
C -0.540 -2.751 0.832  0.0016
C -0.549 -1.935 1.972  0.0021
C -3.154 0.726 -2.728  0.0258
C -2.232 1.252 -1.835  0.0493
C -1.667 -3.588 0.700  -0.0001
C 3.821 -2.776 1.249  0.0000
C -4.592 0.922 -4.679  0.0009
C 1.818 -1.415 -2.301  0.0079
C 0.187 3.403 4.894  0.0004
C 4.526 -2.122 0.250  0.0002
C -2.687 -3.634 1.625  0.0010
C 1.795 -2.532 -0.028  0.0002
H 2.467 -1.534 -3.171  0.0001
H 3.237 2.702 2.733  0.0012
H -0.393 2.488 5.003  0.0001
H -1.491 -1.322 3.773  0.0002
H 0.920 -1.992 -2.529  0.0010
H -3.417 -2.874 3.494  -0.0001
H 4.421 -1.210 -1.683  0.0001
H 5.590 -1.958 0.352  0.0000
H 2.869 1.261 0.734  0.0013
H 0.533 3.759 5.859  0.0001
H -1.938 4.359 -3.156  0.0036
H 0.111 -3.209 -1.002  0.0003
H 4.330 -3.129 2.136  0.0000
H 2.614 2.854 0.333  0.0000
H 1.900 -3.512 1.868  0.0003
H -0.410 4.160 4.390  0.0001
H -3.488 -0.296 -2.610  0.0027
H -3.518 -4.302 1.450  0.0001

The value obtained for the largest force on an atom is 0.4 eV/A. For the total energy, the calculation gives -90373.63889 eV. The value obtained for the frontier orbital gap (spin up / spin down) is 6.9027 / 6.5107 eV. Its spin multiplicity is 5. The LUMO energy (spin up / spin down) comes out at -0.2600 / -1.7884 eV. The energy above the lowest of the compared OMol25 structures with the same formula, charge and spin is 0.0 kcal/mol. As for the molecular weight: 767.696 g/mol. The net charge is 0.

(5)
Molecular formula: C19H17IN2O6S
Method: DFT, wB97M-V/def2-TZVPD

Each line ends with the natural charge from an NBO analysis.
Atoms and positions in Å:
I -0.998 1.983 -4.253  0.1681
S 2.092 -0.455 -4.076  2.2517
O 3.236 -1.291 -3.422  -0.8003
O 1.810 1.061 -3.348  -0.6380
O 2.449 -0.497 -5.581  -0.8165
O -2.387 -2.184 -0.526  -0.5162
O 0.489 -1.090 -4.044  -0.6138
O -1.347 -0.960 -2.449  -0.5122
N -4.199 -5.753 -4.721  -0.4218
N 2.196 3.468 4.630  -0.4466
C 3.191 4.349 4.389  0.0332
C -2.561 -4.146 -3.971  -0.2679
C 0.416 1.044 -2.866  -0.1097
C 0.051 -0.581 -2.702  0.3029
C -1.492 1.305 0.273  -0.2201
C 3.834 5.075 5.379  -0.2597
C 1.388 0.327 1.779  -0.2197
C -0.689 2.334 1.285  -0.2313
C -2.964 -4.330 -2.653  -0.1681
C 2.406 3.992 6.977  -0.2593
C 0.581 -0.702 0.768  -0.2215
C -0.807 -0.194 0.056  -0.1896
C 0.733 1.848 1.996  -0.2108
C -3.203 -4.872 -4.961  0.0290
C -4.568 -5.912 -3.431  0.0276
C 3.430 4.891 6.697  -0.1575
C 1.827 3.309 5.919  0.0375
C -3.988 -5.229 -2.374  -0.2667
C -1.580 -1.203 -0.989  0.7728
H -1.765 -3.453 -4.222  0.2195
H 3.909 5.443 7.500  0.2209
H -2.497 1.611 -0.278  0.2612
H 2.396 -0.022 2.285  0.2573
H 1.330 2.596 2.701  0.2833
H -1.176 3.399 1.438  0.2509
H 3.468 4.460 3.345  0.1958
H -2.485 -3.777 -1.850  0.2389
H 0.886 -1.023 -2.008  0.2190
H 0.949 -1.788 0.524  0.2515
H 0.536 1.562 -1.797  0.2754
H 1.026 2.594 6.086  0.1993
H -4.326 -5.395 -1.357  0.2183
H 2.068 3.826 7.993  0.2257
H -2.926 -4.761 -6.006  0.1919
H -5.368 -6.627 -3.264  0.1902
H 4.629 5.768 5.128  0.2256

The value obtained for the largest force on an atom is 9.6 eV/A. For the total energy, the calculation gives -54165.62511 eV. Its SMILES is O=C(O[C@H]1OS(=O)(=O)O[C@H]1I)c1ccccc1.c1ccncc1.c1ccncc1. The value obtained for the frontier orbital gap is 8.4583 eV. The LUMO energy comes out at -0.8788 eV. As for the molecular weight: 528.324 g/mol. The net charge is 0.